# 1
69
Properties=species:S:1:pos:R:3:forces:R:3:lowdin_charge:R:1 method="wB97M-V/def2-TZVPD" fmax_ha_per_bohr=0.06603 mol_weight_da=813.2 total_charge=+3
H -2.302 0.610 -1.542 0.02 0.10 0.04 0.121
C 3.002 4.200 -2.308 -0.30 -0.23 0.15 -0.325
N 0.231 -1.902 -1.432 0.57 0.69 0.84 -0.152
H -1.623 -2.911 4.680 0.00 0.01 0.01 0.112
C 3.349 -0.117 -1.839 -0.03 -0.03 -0.03 0.001
C 1.588 4.127 -2.532 0.22 -0.06 0.13 -0.165
H -2.376 0.824 2.441 0.03 0.02 0.01 0.147
H -1.298 -0.814 5.175 0.01 -0.01 0.01 0.113
H -2.686 2.641 1.217 0.04 -0.01 0.01 0.150
H -0.586 -3.186 3.280 0.01 0.02 0.01 0.113
H -2.703 2.573 -0.491 0.02 0.02 0.01 0.148
C -2.305 0.789 0.415 0.09 -0.13 -0.05 -0.447
C 5.406 0.886 2.104 0.05 0.04 -0.09 -0.050
N 2.255 -1.076 -1.601 0.45 -0.11 0.05 -0.024
C 3.733 3.465 -1.240 -0.01 -0.03 -0.01 -0.122
H -1.388 0.518 4.057 0.06 -0.03 -0.01 0.098
H -5.491 -3.539 -3.901 -0.01 0.01 0.01 0.142
H 3.177 3.489 -0.300 0.02 -0.05 0.02 0.137
C -1.883 -1.091 1.961 0.07 -0.11 -0.25 -0.415
C 3.186 1.145 -0.976 -0.17 0.04 0.03 -0.331
C 2.371 -2.280 -0.924 0.13 0.11 -0.06 0.003
N -1.754 -1.414 3.231 -0.05 0.01 0.24 -0.098
H 6.442 1.059 2.359 -0.01 0.00 0.00 0.127
H -4.470 -1.762 0.540 0.04 0.02 0.00 0.119
H 3.325 -2.661 -0.598 -0.01 0.03 -0.04 0.154
Cl 5.271 5.355 -3.361 -0.16 -0.04 0.01 0.712
C 1.183 4.861 -3.599 -0.01 0.03 -0.11 -0.408
H -2.891 -0.281 4.629 -0.02 0.01 -0.02 0.120
C -1.566 -2.826 3.600 0.02 0.03 -0.04 0.017
H -2.359 -3.446 3.178 -0.01 0.01 0.00 0.111
H 4.711 3.907 -1.066 0.02 0.01 0.00 0.118
C 2.763 0.478 1.469 -0.03 0.01 0.05 -0.525
C 3.615 0.914 0.464 -0.09 0.02 -0.08 -0.189
N -2.200 0.218 1.654 -0.11 -0.04 -0.07 0.182
H -7.366 -3.160 -2.286 0.01 -0.01 -0.01 0.154
C 4.525 0.417 3.067 0.05 -0.01 0.08 -0.654
H 4.281 -0.627 -1.611 0.03 0.01 -0.04 0.152
C -7.046 -2.200 0.256 0.04 -0.01 -0.05 -0.143
N -1.731 -1.978 0.990 -0.26 -0.44 1.03 -0.022
O 3.960 2.089 -1.640 0.16 0.13 0.16 -0.094
C -4.013 -2.843 -2.536 0.16 0.03 0.10 -0.083
H 2.125 1.438 -0.973 0.00 0.01 -0.10 0.112
N -7.794 -1.990 1.102 0.04 0.00 -0.04 0.231
H 5.628 1.490 0.063 0.00 -0.01 0.01 0.140
C 0.989 -0.875 -1.885 -0.34 -0.31 0.05 -0.155
C -5.306 -3.141 -2.913 -0.04 -0.09 -0.08 0.019
Ir -1.776 -1.786 -0.927 0.59 -1.87 -2.77 1.441
H 3.365 0.183 -2.885 -0.12 -0.06 -0.03 0.156
Cl 1.019 0.277 1.164 0.16 0.00 0.02 0.720
H -1.470 -2.905 1.300 0.07 0.05 0.14 0.088
C -6.044 -2.435 -0.749 -0.13 -0.04 0.08 -0.163
H 0.628 -0.016 -2.429 -0.01 0.02 0.10 0.156
N -2.172 0.084 -0.685 -0.34 1.04 -0.09 -0.024
N -3.732 -2.349 -1.316 -0.58 0.85 1.34 -0.137
C 3.191 0.212 2.756 -0.16 -0.02 0.01 -0.130
C 1.130 -2.786 -0.814 -0.30 0.21 -0.09 -0.109
N -2.534 2.096 0.382 -0.15 0.07 -0.03 0.242
H 2.505 -0.142 3.513 0.01 0.04 0.00 0.102
C 3.599 4.994 -3.237 0.30 0.10 -0.06 -0.963
C 4.945 1.125 0.820 0.07 -0.09 0.04 0.015
H 0.907 3.566 -1.900 0.05 0.04 0.02 0.091
C -1.854 -0.429 4.326 -0.02 -0.03 -0.05 0.023
H 0.815 -3.715 -0.368 -0.01 0.01 -0.01 0.118
C -4.729 -2.149 -0.434 0.04 -0.10 -0.29 -0.055
H 0.181 4.992 -3.977 0.03 0.04 -0.01 0.069
H -3.178 -3.009 -3.210 0.00 0.03 0.00 0.128
C -6.342 -2.936 -2.016 -0.04 0.00 0.00 0.071
Cl 5.072 0.099 4.666 -0.01 0.00 -0.04 0.753
S 2.495 5.654 -4.356 -0.16 0.12 -0.18 1.059

***

# 2
62
Properties=species:S:1:pos:R:3:forces:R:3:lowdin_charge:R:1 method="wB97M-V/def2-TZVPD" fmax_ha_per_bohr=0.04635 mol_weight_da=470.5 total_charge=0 smiles="CNC(=O)[C@H](Cc1ccccc1)NC(C)=O.CCc1cc(O)c(Oc2ccccc2F)cc1F"
C -1.402 -1.466 -0.804 0.31 0.05 0.52 -0.076
H 1.002 2.939 0.577 -0.12 -0.15 0.17 0.134
H -1.890 6.736 0.654 -0.02 0.00 0.01 0.099
H 0.036 4.100 -1.252 0.05 -0.03 -0.10 0.115
F -4.587 -6.314 2.235 0.32 -0.10 -0.15 0.062
C -0.667 -5.860 0.931 0.19 0.39 0.10 -0.243
C 1.693 6.522 -0.854 -1.07 0.19 0.35 -0.034
C 1.788 3.098 -1.364 1.34 -0.67 -0.60 -0.447
C -4.204 -8.208 -0.684 -0.15 -0.15 -0.06 -0.094
C 1.322 5.665 0.201 -0.16 0.15 -0.24 -0.243
C -0.069 -1.441 1.657 -0.20 0.25 -0.51 -0.183
H -1.915 -1.483 -1.761 0.08 -0.06 0.18 0.106
C -1.354 -2.625 -0.020 0.29 0.31 0.32 0.010
H 0.959 -4.868 0.896 -0.10 -0.40 -0.18 0.118
H -0.261 5.093 1.559 0.01 -0.07 0.10 0.112
H -4.161 -8.715 1.414 0.11 0.06 -0.08 0.112
C -3.310 -6.186 1.803 1.43 0.25 -0.48 -0.213
C 0.341 3.621 -3.302 0.49 -0.15 0.21 -0.049
H -3.505 -7.950 -1.486 -0.12 -0.01 0.08 0.077
H 2.683 6.458 -1.285 0.07 -0.05 0.03 0.114
H -4.742 -9.116 -0.970 0.02 0.14 -0.05 0.072
C -0.787 -0.294 -0.360 -0.03 -0.39 0.19 -0.082
O -0.578 -3.733 2.046 0.47 0.55 0.00 0.040
H -2.753 -9.269 0.509 -0.02 0.15 0.06 0.112
C -2.591 -5.036 2.141 -0.17 -0.21 -0.06 0.089
O 2.625 2.566 -2.084 -0.21 0.16 0.35 0.064
C 4.220 2.011 0.570 1.97 -0.50 -0.20 -0.537
C 0.027 5.744 0.746 0.15 0.74 -0.81 -0.053
O 4.737 1.013 1.047 0.00 -0.10 0.13 0.039
H 6.012 2.521 -0.459 -0.12 -0.03 0.16 0.088
H -0.820 0.602 -0.973 0.05 -0.10 0.15 0.098
H 5.360 3.815 0.564 0.06 0.11 0.06 0.081
H 0.356 0.615 1.231 -0.03 -0.10 0.07 0.095
H 2.256 4.591 1.785 0.05 -0.21 0.00 0.129
H 4.611 3.442 -1.008 -0.06 0.15 -0.06 0.061
C 5.103 3.024 -0.136 -0.49 -0.09 -0.17 0.005
H 1.168 4.072 -3.854 -0.07 -0.06 -0.04 0.087
H -4.928 -7.395 -0.574 0.09 -0.10 -0.07 0.078
C 0.770 7.452 -1.363 -0.21 -0.56 0.68 -0.070
H 1.055 8.110 -2.171 0.01 0.01 -0.02 0.099
C -1.275 -4.864 1.704 -1.30 -1.05 -0.28 -0.232
C -0.526 7.524 -0.822 0.52 -0.54 0.30 -0.085
H -0.567 4.200 -3.484 0.12 -0.08 0.22 0.086
H -0.888 -7.761 -0.019 -0.08 0.02 0.09 0.134
C -1.379 -7.008 0.588 -0.35 0.56 0.46 0.053
H 0.203 2.600 -3.661 0.01 0.09 -0.06 0.085
H 2.494 1.459 1.292 -0.03 -0.13 -0.08 0.130
C -3.453 -8.435 0.627 -0.09 0.12 0.00 -0.204
H -1.235 8.242 -1.211 -0.01 0.00 -0.01 0.097
H -1.838 -3.520 -0.398 0.12 0.00 0.25 0.123
C -2.703 -7.186 1.020 -0.09 -0.03 0.36 -0.165
O 0.620 -5.696 0.507 -0.11 0.21 0.16 0.077
C -0.896 6.672 0.233 0.77 -0.02 -0.35 -0.076
H 3.291 4.902 0.402 0.10 -0.08 0.00 0.103
F 0.589 -1.394 2.840 -0.36 -0.21 -0.53 0.079
N 0.658 3.608 -1.876 -1.10 0.42 0.33 0.024
C -0.125 -0.286 0.871 -0.13 -0.53 0.01 -0.006
C 2.286 4.606 0.695 -0.04 0.56 -0.28 -0.093
N 2.908 2.199 0.749 -2.06 1.07 -0.56 0.117
C -0.684 -2.630 1.224 -0.19 0.43 -0.55 -0.162
H -3.060 -4.268 2.747 0.04 -0.03 -0.05 0.139
C 1.981 3.189 0.170 0.04 -0.15 0.50 -0.192

***

Energy relative to the best compared isomer or geometry (same formula, charge and spin)
In order: 30.21; 1.24
Unit: kcal per mole
Kohn-Sham gap
In order: 3.77; 9.04
Unit: eV